(1)
Here is one molecule with the formula C8H8 at a distorted geometry from the OMol25 dataset. Energies are from ωB97M-V/def2-TZVPD.

The geometry in ORCA input format:
```
! RIJCOSX wB97M-V def2-TZVPD def2/J DEFGRID3
* xyz 0 1
C 2.07 -1.08 -0.80
C 0.95 -0.77 0.04
C 2.37 0.14 -0.36
C 0.55 0.25 1.02
C 1.73 1.14 0.65
C -0.47 -0.25 0.06
C -1.44 -1.27 0.63
C -1.03 0.58 -1.07
H 2.42 1.36 1.45
H 1.40 2.06 0.17
H -1.00 -1.78 1.48
H -1.69 -2.00 -0.14
H -2.35 -0.77 0.94
H -1.21 -0.05 -1.94
H -0.33 1.37 -1.36
H -1.96 1.04 -0.77
*
```

***

(2)
Here is C5H10N4O3 as an isolated structure at a distorted geometry from the OMol25 dataset. Energies are from ωB97M-V/def2-TZVPD.

The geometry in ORCA input format:
```
! RIJCOSX wB97M-V def2-TZVPD def2/J DEFGRID3
* xyz 0 1
C 1.23 0.86 0.17
C 0.08 -0.24 0.13
C 0.64 -1.76 -0.20
C -0.56 0.08 1.56
C -2.02 0.79 -1.05
H 2.48 0.30 -1.58
H 1.41 0.92 1.35
H 0.71 1.96 -0.17
H 1.38 -1.20 -1.20
H -0.22 -2.53 -0.67
H 2.34 -1.56 1.08
H -0.93 1.21 1.56
H 0.18 -0.24 2.27
H -2.30 -0.99 2.41
H -2.73 0.88 -0.18
N -0.84 0.29 -0.91
N -2.16 1.52 -2.10
N -0.88 1.83 -2.48
N -0.11 1.01 -1.77
O 2.61 0.30 -0.41
O 1.53 -2.51 0.67
O -1.82 -0.91 1.51
*
```

***

Computed HOMO level, in the same sequence as the records: -8.5 -10.0 eV.
Computed relative energy (zero: lowest compared OMol25 entry of this formula, charge and spin), in the same sequence as the records: 738.6 741.8 kJ/mol.
Computed E_tot, in the same sequence as the records: -309.33248 -640.91437 Ha.